Record 1
Formula: C19H26BCrN7
Source: the OMol25 dataset
Level of theory: ωB97M-V/def2-TZVPD

Positions of all 54 atoms, in Å:
H: 2.0319 -0.6500 2.1539
N: 1.5820 -1.0543 0.1437
B: 1.3957 -2.1777 -2.1460
N: 1.8297 -2.1481 -0.6776
C: 2.4485 -3.1360 0.0139
Cr: 0.6411 0.5680 -0.7374
H: 2.6267 -4.0892 -0.5165
C: 2.6578 -2.6548 1.3104
H: 3.1181 -3.2183 2.1055
C: 2.1070 -1.3635 1.3451
H: 1.6095 -3.2248 -2.6849
C: 0.2428 2.3187 -1.6881
H: 0.2909 3.2978 -1.1809
H: -0.8383 2.1941 -1.9287
H: 0.7352 2.3956 -2.6695
N: 2.2242 -1.0640 -2.8177
N: -0.0792 -1.7662 -2.2177
N: 2.1692 0.2231 -2.2916
N: -0.5583 -0.5980 -1.6401
C: 3.0325 -1.0932 -3.8855
C: -1.1169 -2.4436 -2.7800
H: 3.1589 -2.0386 -4.4155
H: -0.9314 -3.3974 -3.2704
C: 3.5404 0.1674 -4.0948
C: -2.2789 -1.6641 -2.5661
C: 2.9720 0.9761 -3.0809
C: -1.8811 -0.5358 -1.8658
H: 4.1897 0.5029 -4.8730
H: -3.2740 -1.9251 -2.8856
H: 3.0544 2.0424 -2.9237
H: -2.4232 0.3434 -1.5334
H: 1.7515 1.7440 -1.0292
C: -2.5392 -0.8747 3.8284
N: -2.7337 -0.2098 2.5892
C: -4.0503 0.2149 2.2552
C: -1.6418 -0.0940 1.6343
C: -0.9290 1.2277 1.8721
C: -1.2934 2.0722 2.9728
C: -0.5905 3.2647 3.1822
C: 0.5241 3.5693 2.3856
C: 0.9033 2.7329 1.3257
C: 0.1474 1.5845 1.0615
H: -2.9341 -0.2527 4.6538
H: -1.4651 -1.0698 4.0001
H: -3.0784 -1.8426 3.8167
H: -4.2543 0.0039 1.1866
H: -4.7549 -0.3310 2.9037
H: -4.1884 1.3114 2.4053
H: -0.9469 -0.9578 1.7696
H: -2.0789 -0.1203 0.6182
H: -2.1504 1.8541 3.6332
H: -0.8579 3.9231 3.9935
H: 1.1534 4.4385 2.5665
H: 1.7304 3.0247 0.6744

The value obtained for the HOMO energy (alpha / beta) is -7.33 / -7.33 eV. Its frontier orbital gap (alpha / beta) is 7.93 / 6.53 eV. As for the net charge: 0. As for the multiplicity: 5. The energy above the lowest of the compared OMol25 structures with the same formula, charge and spin comes out at 0.000 eV. The expectation value of S² is 6.0414.


Record 2
Formula: C6H13O4PS
Source: the OMol25 dataset
Level of theory: ωB97M-V/def2-TZVPD

Positions of all 25 atoms, in Å:
C: 1.1577 1.6101 -1.6754
C: 2.1958 1.5323 -2.6351
C: 0.0533 -3.3292 -1.2598
C: -1.6976 0.5664 2.3124
C: 0.3551 -1.9038 -1.9375
C: -1.3029 0.9366 0.8919
O: 2.2419 -0.3854 -0.1896
O: -1.0292 3.4410 -0.5335
O: -0.1123 -0.8699 -1.1226
O: 0.1403 0.6533 0.7560
P: 0.9517 0.2108 -0.5355
S: -0.1397 3.4347 -1.6809
H: 2.0981 0.7157 -3.2653
H: 3.0893 1.4638 -2.0765
H: 2.3343 2.2994 -3.2996
H: 0.4487 -4.1217 -1.8074
H: 0.5873 -3.1930 -0.3888
H: -0.9613 -3.6728 -0.9636
H: -1.0383 1.2060 2.9167
H: -2.7651 0.7953 2.6405
H: -1.5840 -0.4567 2.4050
H: -0.1951 -1.7364 -2.9896
H: 1.4907 -1.9131 -2.1380
H: -1.4195 2.0224 0.7423
H: -1.7596 0.4724 0.0796

The value obtained for the HOMO energy (alpha / beta) is -9.57 / -9.00 eV. Its frontier orbital gap (alpha / beta) is 8.87 / 7.61 eV. As for the net charge: 0. The energy above the lowest of the compared OMol25 structures with the same formula, charge and spin comes out at 3.033 eV.


Record 3
Formula: C14H20N2O7
Source: the OMol25 dataset
Level of theory: ωB97M-V/def2-TZVPD

Positions of all 43 atoms, in Å:
N: 0.4101 4.7385 -2.3351
C: 0.4628 3.2592 -2.5980
C: 0.3244 2.2700 -1.4388
C: 1.0997 0.9085 -1.6279
C: 0.8291 0.0243 -2.6652
C: 1.5508 -1.1653 -2.8104
C: 2.4901 -1.5365 -1.7857
O: 3.2903 -2.6844 -1.8882
C: 2.9600 -0.5534 -0.8836
C: 2.1071 0.5448 -0.6839
C: -0.5739 2.9435 -3.6920
O: -0.9238 1.7870 -3.8606
O: -0.9800 4.0164 -4.4358
H: 1.2577 5.1342 -2.3269
H: 0.0622 4.8690 -1.5175
H: 1.4612 3.0192 -3.0147
H: 0.7939 2.7984 -0.6364
H: -0.6977 2.0612 -1.0592
H: 0.0705 0.1996 -3.3120
H: 1.3072 -1.7739 -3.6479
H: 2.7591 -3.3874 -2.3317
H: 3.9093 -0.6784 -0.3155
H: 2.2798 1.1915 0.1312
H: -0.6090 4.7629 -4.0112
N: 0.1802 -1.3243 3.6722
C: -0.5466 -1.9868 2.5953
C: -1.7644 -1.1879 2.1110
C: -2.7982 -0.9673 3.2132
C: -3.6016 -2.2160 3.5380
O: -3.4260 -3.3091 3.0879
O: -4.5478 -2.0272 4.4783
C: 0.3734 -2.3750 1.4595
O: 0.1167 -2.3657 0.2837
O: 1.5875 -2.7043 1.9451
H: 0.8366 -2.0054 4.0954
H: 0.7523 -0.5975 3.2380
H: -0.9643 -2.9129 2.9942
H: -1.4614 -0.2214 1.7290
H: -2.1957 -1.6854 1.2590
H: -2.2591 -0.6926 4.1351
H: -3.4578 -0.1638 3.0089
H: -4.6009 -1.0856 4.7507
H: 2.1361 -2.9208 1.1523

The value obtained for the HOMO energy is -8.47 eV. Its frontier orbital gap is 8.88 eV. As for the net charge: 0. The energy above the lowest of the compared OMol25 structures with the same formula, charge and spin comes out at 1.938 eV. Its SMILES is N[C@@H](Cc1ccc(O)cc1)C(=O)O.N[C@@H](CCC(=O)O)C(=O)O.


Record 4
Formula: C5H14O2SSi
Source: the OMol25 dataset
Level of theory: ωB97M-V/def2-TZVPD

Positions of all 23 atoms, in Å:
C: 4.3833 0.7321 -1.3093
C: -2.3221 -2.8489 0.5182
C: -2.6480 0.7761 0.5399
C: 3.1687 1.3852 -0.8335
C: -1.5194 -0.9923 1.7598
O: -1.3596 -1.8453 0.6995
O: -2.6096 -0.0682 1.7045
Si: 0.2264 -0.1457 1.6979
S: 1.7033 -1.7151 1.5100
H: 4.7552 0.9587 -2.2922
H: 5.3534 1.1869 -0.7285
H: 4.4687 -0.3392 -0.9943
H: -2.0266 -3.4099 -0.4843
H: -3.3245 -2.5205 0.2201
H: -2.1955 -3.6368 1.3320
H: -2.0212 0.0713 -0.1443
H: -2.1042 1.6464 0.7474
H: -3.7013 0.9290 0.1314
H: 2.5220 0.8513 -0.1131
H: 2.9970 2.3435 -1.1463
H: -1.6405 -1.4481 2.7226
H: 0.3516 0.5006 3.0089
H: 0.7841 -2.5261 1.0098

The value obtained for the HOMO energy (alpha / beta) is -7.61 / -7.67 eV. Its frontier orbital gap (alpha / beta) is 8.23 / 6.65 eV. As for the net charge: 0. The energy above the lowest of the compared OMol25 structures with the same formula, charge and spin comes out at 5.850 eV.


Record 5
Formula: C30H53FIN3O11PS2
Source: the OMol25 dataset
Level of theory: ωB97M-V/def2-TZVPD

Positions of all 102 atoms, in Å:
C: -4.0223 1.0914 -1.4769
C: -3.6058 1.6371 -0.4588
C: -3.0132 2.2173 0.8405
C: -1.8282 1.4023 1.5673
S: -2.9003 0.2243 2.6028
C: -2.0324 -1.1688 3.3914
O: -3.9908 -0.3882 1.7975
O: -3.6027 0.9777 3.6943
C: -0.9517 2.2570 2.5950
C: -1.4367 3.7826 2.8476
C: -1.1216 4.2380 4.3709
O: -0.2238 5.0015 4.6553
I: -2.4382 3.4125 5.8984
N: 0.5490 2.2127 2.5527
O: 1.2003 1.5072 3.5249
C: 0.9012 0.1866 3.8852
C: 2.0779 -0.3033 4.8995
C: 1.2275 2.1995 1.1716
C: 2.6001 1.3478 1.2225
C: 3.7696 2.0465 2.1078
C: 4.5970 0.8706 2.8446
F: 5.0767 1.3676 4.0927
N: 1.6796 3.5883 0.8749
C: 2.5103 3.8214 -0.2920
C: 2.6697 5.4334 -0.4375
C: 0.2254 1.7816 -0.0236
N: -0.4814 2.8836 -0.6861
P: 1.0359 0.8290 -1.4919
S: 0.0811 1.0306 -3.1852
C: -0.7936 0.6623 0.6164
O: -1.2079 -0.1354 -0.4473
C: -1.6270 -1.4716 -0.2194
C: -0.5032 -2.6119 -0.4417
C: 0.6765 -2.5588 0.6241
C: -0.0591 -2.7381 -1.9712
C: -1.0144 -3.7916 -2.6996
C: 1.4513 -3.1626 -2.2156
H: -4.3951 0.4280 -2.3083
H: -2.7142 3.2882 0.5708
H: -3.8825 2.3571 1.5754
H: -1.0912 -1.5374 2.8807
H: -1.8692 -0.9047 4.4886
H: -2.7506 -2.0583 3.4061
H: -1.2279 1.8437 3.6359
H: -0.8874 4.4880 2.1511
H: -2.5566 3.9102 2.7980
H: 0.8055 3.1871 2.8652
H: 0.8544 -0.6398 3.1165
H: -0.0170 0.1852 4.5714
H: 2.8496 0.5049 5.0702
H: 1.6411 -0.5403 5.9290
H: 2.5243 -1.2850 4.5296
H: 2.4174 0.2727 1.5741
H: 3.1084 1.2393 0.2217
H: 4.5316 2.5846 1.4742
H: 3.3372 2.7685 2.8595
H: 4.0255 -0.1013 2.9075
H: 5.5293 0.6436 2.2200
H: 0.9706 4.2963 1.0652
H: 3.5920 3.4557 -0.2258
H: 2.1411 3.4816 -1.3043
H: 1.8759 6.0019 0.1316
H: 2.6198 5.7165 -1.5442
H: 3.7090 5.7657 -0.0992
H: 0.0180 3.3003 -1.4735
H: -0.7343 3.6533 -0.0622
H: 1.2578 -0.5245 -1.1071
H: 2.3551 1.3566 -1.7619
H: -0.1045 0.0307 1.2878
H: -2.1231 -1.7290 0.7593
H: -2.4103 -1.7154 -1.0203
H: -1.0697 -3.5845 -0.2120
H: 1.4547 -3.3709 0.4861
H: 1.1870 -1.5549 0.7412
H: 0.1939 -2.7801 1.6442
H: -0.2741 -1.7202 -2.4525
H: -2.0805 -3.4109 -2.6330
H: -1.0065 -4.8068 -2.1799
H: -0.7102 -3.9720 -3.7745
H: 1.8024 -4.0082 -1.5521
H: 2.1517 -2.2591 -2.2070
H: 1.5078 -3.5596 -3.2886
C: -1.5469 3.5363 -7.0359
C: -2.9397 2.9766 -7.0524
O: -2.7267 1.5988 -7.3310
C: -1.4580 1.2992 -6.9370
O: -1.0154 0.1939 -6.8763
O: -0.7610 2.4260 -6.6199
H: -1.4401 4.3697 -6.3410
H: -1.2116 3.8550 -8.0267
H: -3.4395 3.0685 -6.0838
H: -3.5652 3.4358 -7.8183
C: -0.6906 -8.7444 -2.0358
C: -0.0411 -9.4056 -0.8559
O: 0.7628 -8.3650 -0.3105
C: 0.2172 -7.1854 -0.7069
O: 0.5476 -6.1150 -0.2882
O: -0.7529 -7.3782 -1.6398
H: -1.6873 -9.1364 -2.2382
H: -0.0876 -8.8217 -2.9444
H: -0.7662 -9.7241 -0.1021
H: 0.5711 -10.2611 -1.1414

The value obtained for the HOMO energy is -10.69 eV. Its frontier orbital gap is 8.00 eV. As for the net charge: +1. The energy above the lowest of the compared OMol25 structures with the same formula, charge and spin comes out at 0.000 eV.


Record 6
Formula: C4H10N6O
Source: the OMol25 dataset
Level of theory: ωB97M-V/def2-TZVPD

Positions of all 21 atoms, in Å:
C: 0.3414 -1.8380 -0.2464
C: -0.9800 -1.6002 -0.3280
C: 2.5937 -0.7315 0.1919
C: 1.2253 -0.9333 0.4231
N: -1.5556 -0.4048 0.2017
N: 0.3004 0.6142 -0.7214
N: -0.8725 0.8034 -0.1846
N: -2.9226 -0.4004 0.3642
N: 1.2013 1.6605 -0.5942
N: -1.0433 1.8521 0.7275
O: 3.1461 0.2912 0.6098
H: 0.8375 -2.6216 -0.8211
H: -1.6701 -2.2587 -0.6218
H: 3.2018 -1.3153 -0.5438
H: 0.8480 -0.6230 1.4157
H: -3.3800 -0.6027 -0.5920
H: -3.0127 0.4738 0.9464
H: 1.7731 1.5280 -1.5131
H: 1.9667 1.3633 0.0678
H: -1.7880 2.3923 0.4317
H: -0.2106 2.3506 0.7866

The value obtained for the HOMO energy is -7.62 eV. Its frontier orbital gap is 7.78 eV. As for the net charge: 0. The energy above the lowest of the compared OMol25 structures with the same formula, charge and spin comes out at 5.594 eV.